one.
{"formula": "C6H6N", "method": "wB97M-V/def2-TZVPD", "charge": 1, "s2": 2.024, "e_homo_ev": [-13.613, -15.196], "spin_multiplicity": 3, "symbols": ["C", "C", "C", "C", "C", "C", "N", "H", "H", "H", "H", "H", "H"], "xyz": [[1.80991, 0.44168, -0.27074], [0.66213, 1.27968, 0.19528], [0.17109, -1.37880, 0.12099], [-1.86558, 0.40595, -0.17899], [1.46660, -0.79483, -0.02593], [-0.49942, 0.82828, -0.05407], [-0.76175, -0.49862, -0.43580], [2.65562, 0.77318, -0.72121], [0.95560, 2.18797, 0.55466], [-0.02875, -2.47279, -0.20646], [0.17719, -1.41566, 1.32438], [-2.29845, 0.01178, 0.74481], [-2.44421, 0.63218, -1.04692]], "mulliken_spin": [0.025, 0.256, -0.033, 0.030, 1.064, 0.077, 0.423, 0.017, 0.005, 0.029, 0.117, -0.012, 0.002]}

two.
{"formula": "C6H6N", "method": "wB97M-V/def2-TZVPD", "charge": 1, "s2": 2.136, "e_homo_ev": [-13.685, -15.594], "spin_multiplicity": 3, "symbols": ["C", "C", "C", "C", "C", "C", "N", "H", "H", "H", "H", "H", "H"], "xyz": [[-1.90359, 1.23112, -0.23550], [-0.76204, 1.36328, 0.34217], [-1.63330, -1.03077, 0.09235], [-2.58049, 0.03314, -0.26724], [0.22950, 0.41146, 0.75491], [1.34183, 0.52447, -0.29034], [-0.48285, -0.78305, 0.54071], [-1.97346, -2.11040, -0.23259], [-3.60543, -0.26423, -0.38134], [0.65370, 0.27961, 1.79417], [1.02846, 0.34939, -1.34155], [2.19905, -0.12300, -0.04975], [1.73165, 1.52508, -0.14741]], "mulliken_spin": [0.460, 0.098, 0.001, 0.466, 0.000, 0.076, 0.821, 0.035, 0.020, 0.028, 0.002, 0.001, -0.007]}

Verdict on stability: two comes out on top.

one.
{"formula": "C5H13N2S", "method": "wB97M-V/def2-TZVPD", "charge": -1, "e_homo_ev": -2.715, "symbols": ["C", "C", "C", "N", "H", "H", "H", "H", "H", "H", "H", "C", "C", "S", "N", "H", "H", "H", "H", "H", "H"], "xyz": [[-2.62038, 0.03706, -0.19196], [-1.68896, 0.97405, 0.54535], [-0.54116, 2.94474, 0.15273], [-1.50879, 2.22577, -0.21666], [-2.84262, -0.83819, 0.41999], [-3.53603, 0.56055, -0.46012], [-2.15360, -0.31430, -1.11223], [-0.69860, 0.53858, 0.71952], [-2.09912, 1.25432, 1.51987], [0.13876, 2.64888, 0.95107], [-0.37357, 3.89057, -0.36233], [1.32423, -1.82704, -0.52368], [2.05477, -1.59318, 0.79149], [1.79807, 0.08790, 1.46621], [1.70535, -0.88607, -1.59574], [0.25158, -1.70751, -0.37270], [1.53299, -2.83360, -0.89933], [3.12723, -1.75840, 0.64209], [1.71141, -2.32936, 1.52434], [2.66293, -1.10095, -1.86062], [1.75549, 0.02621, -1.13731]], "nbo_charge": [-0.608, -0.300, -0.069, -0.412, 0.198, 0.194, 0.209, 0.253, 0.175, 0.175, 0.147, -0.225, -0.531, -0.725, -0.860, 0.174, 0.156, 0.166, 0.178, 0.325, 0.378]}

two.
{"formula": "C5H13N2S", "method": "wB97M-V/def2-TZVPD", "charge": -1, "smiles": "CCN[C@H](CN)C[S-]", "e_homo_ev": -2.525, "symbols": ["C", "C", "N", "C", "C", "N", "C", "S", "H", "H", "H", "H", "H", "H", "H", "H", "H", "H", "H", "H", "H"], "xyz": [[2.97437, -0.01964, -0.31692], [1.64436, 0.46559, 0.38556], [0.64816, -0.40364, -0.29809], [-0.73466, 0.12529, -0.11571], [-1.26298, -0.88939, 0.92734], [-2.34117, -0.28186, 1.82606], [-1.47894, 0.26830, -1.48026], [-1.37522, 1.73973, -2.45354], [3.24718, -0.90854, 0.28590], [2.77081, -0.29975, -1.34385], [3.78874, 0.81140, -0.25679], [1.59205, 1.56637, 0.28889], [1.57934, 0.24137, 1.49096], [0.86499, -0.33974, -1.27527], [-0.68711, 1.15600, 0.33080], [-0.54799, -1.51974, 1.57617], [-1.87720, -1.72101, 0.30025], [-3.11189, 0.01417, 1.19140], [-2.01962, 0.51979, 2.31749], [-1.13380, -0.61045, -2.11174], [-2.53943, 0.08578, -1.26864]], "nbo_charge": [-0.614, -0.211, -0.638, -0.106, -0.213, -0.873, -0.557, -0.671, 0.202, 0.206, 0.190, 0.175, 0.168, 0.355, 0.176, 0.200, 0.177, 0.352, 0.341, 0.170, 0.172]}

Verdict on stability: one comes out on top.

one.
{"formula": "C4H5NO2S", "method": "wB97M-V/def2-TZVPD", "charge": 0, "e_homo_ev": -8.684, "symbols": ["C", "C", "C", "C", "N", "O", "O", "S", "H", "H", "H", "H", "H"], "xyz": [[-1.09129, -0.92316, -0.84077], [-0.21898, -0.18159, -0.20703], [1.15629, -1.38093, 0.41209], [-0.03437, 1.26313, 0.13330], [0.80453, -2.48490, -0.15199], [2.08574, -1.01978, 1.03982], [1.52919, -3.67573, -0.12785], [-0.77525, -2.64041, -0.94998], [-1.91767, -0.48667, -1.30680], [1.00469, 1.48729, 0.05846], [-0.39811, 1.46110, 1.22888], [-0.72217, 1.87242, -0.60384], [1.07849, -4.13688, 0.70329]], "nbo_charge": [-0.453, -0.032, 0.663, -0.664, -0.298, -0.582, -0.500, 0.461, 0.232, 0.243, 0.237, 0.220, 0.472]}

two.
{"formula": "C4H5NO2S", "method": "wB97M-V/def2-TZVPD", "charge": 0, "e_homo_ev": [-8.149, -8.621], "symbols": ["C", "C", "C", "C", "N", "O", "O", "S", "H", "H", "H", "H", "H"], "xyz": [[2.06200, 0.78624, 0.12019], [0.86350, 1.08974, 0.78390], [1.77378, -0.37472, -0.54672], [-0.04791, 0.17324, 0.40388], [-2.18919, -1.45271, 0.06118], [-1.86663, 1.27836, -1.23676], [0.48625, -0.75814, -0.43199], [-1.79763, 0.05799, 0.72363], [2.79652, 1.54827, 0.24844], [0.80026, 1.94812, 1.42644], [2.36876, -1.09009, -1.10469], [-3.03360, -1.72626, 0.44949], [-2.21610, -1.48003, -0.89699]], "nbo_charge": [-0.320, -0.298, 0.110, 0.104, -0.937, -0.496, -0.395, 0.768, 0.245, 0.237, 0.207, 0.380, 0.394]}

three.
{"formula": "C4H5NO2S", "method": "wB97M-V/def2-TZVPD", "charge": 0, "e_homo_ev": -10.346, "symbols": ["C", "C", "C", "C", "N", "O", "O", "S", "H", "H", "H", "H", "H"], "xyz": [[0.88988, -1.68005, 2.21120], [0.74373, -0.72629, 1.36017], [0.57883, -0.01056, 0.29574], [1.55997, 1.07979, -0.13765], [-2.03170, -0.45899, 0.14927], [-0.97753, 0.86284, -1.63105], [-0.50180, -1.60758, -1.56664], [-0.75557, -0.32835, -0.88643], [1.05909, 2.00804, 0.19961], [1.64934, 0.99993, -1.30095], [2.60675, 1.02591, 0.45008], [-2.87574, 0.09804, 0.03074], [-1.94526, -1.26273, 0.82590]], "nbo_charge": [0.187, -0.455, -0.060, -0.675, -1.114, -0.924, -0.879, 2.265, 0.260, 0.262, 0.258, 0.440, 0.434]}

four.
{"formula": "C4H5NO2S", "method": "wB97M-V/def2-TZVPD", "charge": 0, "smiles": "C=C1OCC(=S)N1O", "e_homo_ev": -8.623, "symbols": ["C", "C", "O", "C", "C", "S", "N", "O", "H", "H", "H", "H", "H"], "xyz": [[0.40925, 2.43560, -1.13818], [0.50079, 1.36169, -0.36650], [1.34903, 1.14547, 0.64183], [0.98702, 0.01230, 1.34002], [-0.03751, -0.67441, 0.47293], [-0.75589, -2.12334, 0.54257], [-0.26652, 0.20262, -0.50903], [-1.22873, 0.02768, -1.44380], [1.16343, 3.25684, -1.04853], [-0.38722, 2.50600, -1.84401], [0.62732, 0.20338, 2.35338], [1.77548, -0.63361, 1.42990], [-1.33883, -0.97381, -1.44235]], "nbo_charge": [-0.544, 0.444, -0.453, -0.117, 0.044, -0.144, -0.107, -0.503, 0.230, 0.231, 0.211, 0.209, 0.500]}

Verdict on stability: four comes out on top.

one.
{"formula": "C4H5NO2S", "method": "wB97M-V/def2-TZVPD", "charge": 0, "smiles": "COn1ccoc1=S", "e_homo_ev": -8.105, "symbols": ["C", "O", "N", "C", "C", "O", "C", "S", "H", "H", "H", "H", "H"], "xyz": [[1.36312, 1.72498, 0.11340], [0.85254, 0.79043, -0.86060], [-0.02097, -0.09706, -0.26300], [0.15240, -1.44361, -0.26210], [-1.00575, -2.06462, 0.06708], [-1.93811, -1.09297, 0.34000], [-1.36648, 0.07492, 0.04635], [-2.22403, 1.45483, 0.21516], [2.04500, 2.19995, -0.53670], [1.88706, 1.10046, 1.00900], [0.53309, 2.49388, 0.52234], [0.97064, -2.01280, -0.50753], [-1.24851, -3.12839, 0.11659]], "nbo_charge": [-0.268, -0.321, -0.127, -0.104, 0.035, -0.408, 0.319, -0.192, 0.201, 0.184, 0.224, 0.232, 0.228]}

two.
{"formula": "C4H5NO2S", "method": "wB97M-V/def2-TZVPD", "charge": 0, "smiles": "C=NO[C@H](C=O)C=S", "e_homo_ev": -9.030, "symbols": ["C", "N", "O", "C", "C", "O", "C", "S", "H", "H", "H", "H", "H"], "xyz": [[-2.53589, -0.72057, -0.31644], [-1.26887, -0.66799, -0.64799], [-0.47187, -0.57116, 0.58239], [0.81136, 0.17405, 0.47060], [0.70286, 1.69124, -0.03278], [-0.28899, 2.21266, -0.38593], [1.77384, -0.67715, -0.23888], [3.29788, -0.36514, -0.28711], [-2.83714, -0.51128, 0.86483], [-3.37647, -1.21514, -0.91592], [1.33628, 0.09482, 1.49767], [1.58758, 2.34175, -0.01279], [1.26944, -1.78608, -0.57764]], "nbo_charge": [-0.122, -0.130, -0.412, -0.117, 0.431, -0.473, -0.322, 0.101, 0.184, 0.219, 0.265, 0.137, 0.239]}

three.
{"formula": "C4H5NO2S", "method": "wB97M-V/def2-TZVPD", "charge": 0, "smiles": "OC(O)c1ccns1", "e_homo_ev": -9.664, "symbols": ["O", "C", "O", "C", "C", "C", "N", "S", "H", "H", "H", "H", "H"], "xyz": [[-0.75420, -1.29206, 1.43132], [0.36370, -0.49067, 1.24322], [1.35919, -1.45640, 1.23466], [0.22835, 0.29877, 0.02908], [-0.76618, 0.36959, -0.86280], [-0.38844, 1.19238, -1.96795], [0.75781, 1.76159, -1.94502], [1.59935, 1.29533, -0.53766], [-1.29818, -1.06456, 2.21785], [0.52378, 0.14488, 2.12560], [1.14880, -2.06802, 0.51047], [-1.70651, -0.09480, -0.75375], [-1.06745, 1.40397, -2.72501]], "nbo_charge": [-0.733, 0.321, -0.690, -0.203, -0.297, 0.023, -0.537, 0.554, 0.488, 0.165, 0.475, 0.239, 0.196]}

four.
{"formula": "C4H5NO2S", "method": "wB97M-V/def2-TZVPD", "charge": 0, "e_homo_ev": -9.012, "symbols": ["C", "C", "C", "C", "N", "O", "O", "S", "H", "H", "H", "H", "H"], "xyz": [[-1.60953, -0.76965, 0.84791], [-0.36407, -1.22871, 1.23918], [-1.41015, 0.11583, -0.19452], [0.53502, -0.52257, 0.52322], [2.31140, 1.37064, 0.72760], [2.83622, -0.76062, -0.99937], [-0.13588, 0.35706, -0.32784], [2.36508, -0.29032, 0.58042], [-2.47795, -1.03282, 1.39373], [-0.11186, -2.09567, 1.95775], [-2.21431, 0.57745, -0.72597], [3.18554, 1.95039, 0.58332], [1.63755, 1.95867, 0.38941]], "nbo_charge": [-0.333, -0.270, 0.134, 0.036, -1.050, -0.904, -0.394, 1.282, 0.231, 0.252, 0.211, 0.411, 0.394]}

Verdict on stability: three comes out on top.